1.
{
  "formula": "C17H45F6O26P5PtS2",
  "method": "wB97M-V/def2-TZVPD",
  "species": ["Pt", "C", "F", "F", "F", "S", "O", "O", "O", "C", "F", "F", "F", "S", "O", "O", "O", "C", "O", "P", "O", "O", "C", "O", "C", "H", "H", "H", "H", "H", "H", "H", "H", "H", "C", "O", "P", "O", "O", "C", "O", "C", "H", "H", "H", "H", "H", "H", "H", "H", "H", "C", "O", "P", "O", "O", "C", "O", "C", "H", "H", "H", "H", "H", "H", "H", "H", "H", "C", "O", "P", "O", "O", "C", "O", "C", "H", "H", "H", "H", "H", "H", "H", "H", "H", "C", "O", "P", "O", "O", "C", "O", "C", "H", "H", "H", "H", "H", "H", "H", "H", "H"],
  "xyz": [[-0.077, -0.970, -2.714], [0.900, 3.377, -4.099], [-0.028, 3.275, -5.035], [1.728, 4.272, -4.538], [0.387, 3.788, -2.949], [1.868, 1.676, -3.754], [3.053, 2.080, -2.988], [0.996, 0.820, -2.948], [2.125, 1.096, -5.054], [-0.143, 1.504, 0.687], [0.316, 1.777, 1.925], [-0.985, 2.457, 0.240], [0.891, 1.594, -0.119], [-0.966, -0.248, 0.576], [-0.090, -1.206, 1.279], [-2.290, -0.036, 1.213], [-1.165, -0.486, -0.893], [8.586, 4.839, 0.996], [7.395, 4.400, 0.291], [6.384, 3.418, 1.191], [7.025, 2.122, 1.657], [5.132, 3.148, 0.200], [4.234, 2.037, 0.155], [5.840, 4.455, 2.284], [4.472, 4.567, 2.715], [8.655, 4.309, 1.946], [8.652, 5.884, 1.300], [9.472, 4.613, 0.402], [4.590, 1.287, 0.861], [4.162, 1.618, -0.849], [3.283, 2.495, 0.425], [3.841, 5.284, 2.190], [4.474, 5.009, 3.711], [3.811, 3.708, 2.599], [-3.963, -6.108, 4.906], [-4.102, -4.962, 4.074], [-3.472, -4.984, 2.628], [-3.323, -6.289, 1.987], [-2.083, -4.192, 2.798], [-1.956, -2.952, 3.184], [-4.293, -3.919, 1.718], [-5.507, -4.236, 1.110], [-4.752, -6.843, 4.748], [-3.900, -5.663, 5.900], [-2.983, -6.561, 4.761], [-0.997, -2.468, 3.367], [-2.468, -2.860, 4.142], [-2.435, -2.286, 2.467], [-6.337, -4.045, 1.790], [-5.595, -5.275, 0.790], [-5.760, -3.783, 0.151], [-2.769, -5.372, -4.304], [-3.196, -4.454, -3.318], [-2.145, -3.810, -2.250], [-1.241, -2.700, -2.757], [-3.157, -3.349, -1.027], [-3.807, -2.129, -1.148], [-1.440, -5.183, -1.743], [-2.234, -6.266, -1.160], [-1.685, -5.403, -4.414], [-3.119, -5.064, -5.289], [-3.223, -6.352, -4.155], [-3.378, -1.430, -1.865], [-3.866, -1.713, -0.142], [-4.763, -2.382, -1.606], [-3.241, -5.980, -0.855], [-1.782, -6.699, -0.268], [-2.373, -6.959, -1.990], [-3.189, 8.371, -0.892], [-3.257, 7.501, 0.193], [-2.127, 7.378, 1.342], [-1.936, 8.709, 2.059], [-2.548, 6.135, 2.293], [-3.900, 6.113, 2.764], [-0.745, 6.798, 0.629], [-0.600, 5.471, 0.368], [-4.144, 8.572, -1.378], [-2.567, 7.955, -1.685], [-2.889, 9.341, -0.496], [-3.826, 5.754, 3.791], [-4.555, 5.549, 2.100], [-4.268, 7.121, 2.953], [-1.381, 5.049, -0.263], [-0.718, 5.125, 1.395], [0.421, 5.401, -0.008], [4.524, -1.058, -2.318], [4.234, -2.187, -1.562], [2.753, -2.692, -1.149], [1.538, -1.927, -1.593], [2.854, -4.282, -1.533], [1.944, -4.866, -2.419], [2.994, -2.792, 0.445], [2.053, -3.516, 1.179], [5.279, -0.410, -1.873], [3.640, -0.423, -2.376], [4.797, -1.123, -3.371], [1.266, -4.154, -2.890], [1.314, -5.569, -1.875], [2.335, -5.402, -3.284], [1.536, -2.895, 1.910], [2.635, -4.204, 1.791], [1.348, -4.132, 0.620]],
  "spin_multiplicity": 3,
  "total_energy_ev": -159264.961,
  "homo_lumo_gap_ev": [9.179, 7.212],
  "e_homo_ev": [-9.9, -9.9]
}



2.
{
  "formula": "C17H46N8Na2O11",
  "method": "wB97M-V/def2-TZVPD",
  "species": ["Na", "Na", "C", "O", "O", "O", "C", "O", "C", "C", "N", "C", "C", "O", "C", "H", "H", "H", "H", "H", "H", "H", "H", "H", "H", "H", "H", "H", "H", "H", "C", "O", "C", "C", "N", "C", "C", "O", "C", "H", "H", "H", "H", "H", "H", "H", "H", "H", "H", "H", "H", "H", "H", "H", "C", "O", "N", "N", "H", "H", "H", "H", "C", "O", "N", "N", "H", "H", "H", "H", "C", "O", "N", "N", "H", "H", "H", "H", "C", "O", "H", "H", "H", "H"],
  "xyz": [[36.073, 16.215, 23.709], [36.950, 11.792, 24.772], [38.217, 14.403, 24.632], [37.016, 14.273, 24.998], [38.452, 15.450, 23.929], [39.046, 13.427, 24.779], [33.714, 21.482, 23.030], [33.712, 20.578, 24.113], [33.189, 19.285, 23.772], [33.316, 18.498, 25.070], [34.684, 17.967, 25.160], [34.935, 17.423, 26.512], [36.401, 17.273, 26.852], [37.007, 18.502, 27.173], [38.407, 18.360, 27.310], [34.438, 21.191, 22.262], [33.991, 22.459, 23.418], [32.736, 21.570, 22.546], [33.732, 18.879, 22.913], [32.151, 19.466, 23.469], [32.600, 17.672, 25.063], [33.059, 19.151, 25.904], [35.318, 18.757, 25.039], [34.594, 16.379, 26.469], [34.321, 17.867, 27.299], [36.864, 16.817, 25.959], [36.544, 16.531, 27.642], [38.761, 19.336, 27.648], [38.899, 18.139, 26.363], [38.707, 17.630, 28.068], [38.931, 9.722, 18.519], [39.304, 10.601, 19.544], [38.977, 10.185, 20.839], [39.270, 11.375, 21.771], [38.866, 11.100, 23.140], [39.544, 10.015, 23.844], [39.029, 9.884, 25.295], [37.629, 9.581, 25.291], [37.358, 8.209, 25.053], [39.394, 10.013, 17.578], [37.843, 9.666, 18.407], [39.330, 8.718, 18.726], [39.628, 9.361, 21.149], [37.911, 9.962, 20.949], [38.642, 12.204, 21.433], [40.296, 11.733, 21.628], [39.008, 11.957, 23.670], [40.629, 10.179, 23.894], [39.417, 9.052, 23.346], [39.203, 10.826, 25.818], [39.580, 9.103, 25.825], [37.605, 7.643, 25.958], [37.893, 7.829, 24.183], [36.281, 8.124, 24.911], [42.620, 12.503, 24.449], [43.748, 12.085, 24.207], [41.983, 13.467, 23.728], [41.864, 11.964, 25.455], [42.533, 13.810, 22.961], [41.003, 13.665, 23.871], [40.979, 12.367, 25.717], [42.235, 11.239, 26.038], [37.973, 13.689, 28.597], [37.953, 13.675, 29.827], [39.106, 13.553, 27.859], [36.816, 13.848, 27.886], [39.140, 13.549, 26.848], [39.959, 13.587, 28.388], [36.777, 13.858, 26.867], [35.964, 13.982, 28.393], [41.591, 16.855, 25.376], [42.728, 17.311, 25.513], [41.192, 15.699, 25.972], [40.635, 17.484, 24.648], [40.349, 15.299, 25.601], [41.845, 15.179, 26.522], [40.880, 18.343, 24.193], [39.800, 16.998, 24.339], [40.363, 15.847, 21.010], [39.038, 15.481, 21.308], [40.562, 16.922, 21.136], [41.032, 15.375, 21.741], [40.738, 15.617, 20.014], [38.943, 15.511, 22.280]],
  "relative_energy_kcal_mol": 0.0,
  "total_energy_ev": -61655.848,
  "homo_lumo_gap_ev": 8.063,
  "e_homo_ev": -9.0
}